Run a
# C5H14

2 unconnected molecules or ions with the total composition C5H14 (the ωB97M-V functional and the def2-TZVPD basis, OMol25).

HOMO-LUMO gap = 12.3244 eV
2S+1 = 1
SMILES string = CCC.CC

XYZ file:
```
19
C5H14, DFT the ωB97M-V functional and the def2-TZVPD basis
C 1.54 -1.27 1.48
C 1.41 0.15 2.14
H 2.50 -1.68 1.75
H 0.76 -1.92 1.86
H 1.39 -1.13 0.41
H 0.42 0.54 1.93
H 2.22 0.82 1.87
H 1.37 0.01 3.22
C -0.97 0.39 -0.67
C -1.93 -0.51 -1.41
C -0.15 1.28 -1.60
H -1.56 0.95 0.04
H -0.15 -0.21 -0.24
H -2.65 -1.04 -0.79
H -1.50 -1.29 -2.05
H 0.33 0.65 -2.36
H -0.68 2.07 -2.09
H -2.40 0.05 -2.24
H 0.71 1.73 -1.09
```

=====

Run b
# C5H14

2 unconnected molecules or ions with the total composition C5H14 (the ωB97M-V functional and the def2-TZVPD basis, OMol25).

HOMO-LUMO gap = 12.5859 eV
2S+1 = 1
SMILES string = CCC.CC

XYZ file:
```
19
C5H14, DFT the ωB97M-V functional and the def2-TZVPD basis
C 1.52 0.79 1.58
C 2.82 1.09 0.79
H 0.69 0.69 0.89
H 1.69 -0.10 2.18
H 1.30 1.60 2.27
H 2.64 1.82 0.02
H 3.27 0.17 0.43
H 3.55 1.53 1.46
C -2.07 -1.04 -1.10
C -1.55 0.27 -1.71
C -1.24 -1.41 0.12
H -3.10 -0.82 -0.79
H -2.12 -1.85 -1.84
H -2.04 0.49 -2.66
H -1.58 -2.34 0.59
H -0.19 -1.60 -0.16
H -0.48 0.24 -1.89
H -1.83 1.08 -1.04
H -1.28 -0.62 0.86
```

=====

run b has the most favorable energy; the next structure is 0.341 eV above.

=====

Run a
# C5H14

2 unconnected molecules or ions with the total composition C5H14 (the ωB97M-V functional and the def2-TZVPD basis, OMol25).

HOMO-LUMO gap = 12.3701 eV
2S+1 = 1
SMILES string = CCC.CC

XYZ file:
```
19
C5H14, DFT the ωB97M-V functional and the def2-TZVPD basis
C 1.01 -0.99 -1.92
C -0.05 0.13 -1.71
C 0.65 -2.26 -1.18
H 1.07 -1.13 -2.99
H 1.98 -0.54 -1.70
H 0.41 1.01 -2.16
H -0.17 0.28 -0.64
H 0.35 -3.08 -1.84
H 1.54 -2.71 -0.71
H -1.00 -0.11 -2.18
H -0.05 -2.14 -0.36
C -1.16 1.85 1.71
C -0.28 1.03 2.66
H -0.60 2.66 1.22
H -1.61 1.21 0.96
H -1.95 2.39 2.23
H 0.77 1.19 2.43
H -0.40 -0.04 2.47
H -0.52 1.26 3.70
```

=====

Run b
# C5H14

2 unconnected molecules or ions with the total composition C5H14 (the ωB97M-V functional and the def2-TZVPD basis, OMol25).

HOMO-LUMO gap = 11.8281 eV
2S+1 = 1
SMILES string = CCC.CC

XYZ file:
```
19
C5H14, DFT the ωB97M-V functional and the def2-TZVPD basis
C 1.34 1.41 0.23
C 1.35 0.14 -0.67
C 1.56 0.89 1.68
H 2.05 2.17 0.01
H 0.35 1.98 0.18
H 0.48 0.20 -1.12
H 0.69 0.41 1.95
H 2.37 0.19 1.77
H 2.08 1.63 2.41
H 2.23 0.01 -1.30
H 1.19 -0.76 0.03
C -2.17 -1.81 -0.34
C -1.94 -0.47 -0.91
H -1.79 -2.59 -1.01
H -1.72 -1.94 0.64
H -3.27 -1.86 -0.09
H -2.32 0.31 -0.32
H -2.25 -0.42 -1.89
H -0.90 -0.37 -1.20
```

=====

run a has the most favorable energy; the next structure is 1.397 eV above.

=====

Run a
# C5H14

2 unconnected molecules or ions with the total composition C5H14 (the ωB97M-V functional and the def2-TZVPD basis, OMol25).

HOMO-LUMO gap = 11.5927 eV
2S+1 = 1
SMILES string = CCC.CC

XYZ file:
```
19
C5H14, DFT the ωB97M-V functional and the def2-TZVPD basis
C 2.19 0.91 1.55
C 1.00 0.15 2.12
H 1.92 0.97 0.48
H 2.23 1.92 1.95
H 3.15 0.54 1.69
H 0.92 0.18 3.21
H 1.15 -0.92 1.86
H 0.14 0.60 1.63
C -1.46 -0.71 -1.67
C -0.54 0.39 -2.17
C -1.46 -1.03 -0.18
H -2.39 -0.14 -1.52
H -1.61 -1.57 -2.31
H 0.41 0.03 -2.56
H -0.49 -1.57 0.05
H -1.49 -0.03 0.26
H -2.31 -1.59 0.11
H -1.07 0.82 -3.04
H -0.27 1.07 -1.46
```

=====

Run b
# C5H14

2 unconnected molecules or ions with the total composition C5H14 (the ωB97M-V functional and the def2-TZVPD basis, OMol25).

HOMO-LUMO gap = 11.8100 eV
2S+1 = 1
SMILES string = CCC.CC

XYZ file:
```
19
C5H14, DFT the ωB97M-V functional and the def2-TZVPD basis
C 0.83 0.89 0.15
C 0.35 0.68 1.55
C 2.17 1.61 -0.03
H 1.25 -0.15 -0.11
H 0.11 1.22 -0.57
H -0.67 0.26 1.34
H 2.16 2.46 -0.71
H 2.52 2.10 0.90
H 3.00 1.01 -0.35
H 0.94 0.12 2.23
H 0.17 1.67 2.01
C -1.95 -1.13 -1.35
C -1.37 -1.96 -0.25
H -1.38 -0.24 -1.60
H -2.04 -1.66 -2.31
H -2.95 -0.73 -1.11
H -1.94 -2.89 -0.10
H -1.11 -1.37 0.66
H -0.43 -2.37 -0.66
```

=====

Run c
# C5H14

2 unconnected molecules or ions with the total composition C5H14 (the ωB97M-V functional and the def2-TZVPD basis, OMol25).

HOMO-LUMO gap = 12.4809 eV
2S+1 = 1
SMILES string = CCC.CC

XYZ file:
```
19
C5H14, DFT the ωB97M-V functional and the def2-TZVPD basis
C 0.17 -1.23 -0.46
C 1.03 -1.77 -1.59
C -0.56 -2.32 0.32
H 0.77 -0.62 0.21
H -0.59 -0.57 -0.89
H 0.47 -2.53 -2.15
H 0.10 -2.80 1.05
H 1.94 -2.26 -1.24
H 1.34 -1.02 -2.32
H -1.42 -1.93 0.86
H -0.89 -3.12 -0.36
C -0.93 2.22 0.51
C 0.32 2.82 1.13
H -0.72 1.89 -0.51
H -1.33 1.39 1.09
H -1.70 2.99 0.43
H 1.13 2.08 1.23
H 0.75 3.62 0.53
H 0.12 3.18 2.15
```

=====

run c has the most favorable energy; the next structure is 0.899 eV above.

=====

Run a
# C5H14

2 unconnected molecules or ions with the total composition C5H14 (the ωB97M-V functional and the def2-TZVPD basis, OMol25).

HOMO-LUMO gap = 12.4850 eV
2S+1 = 1
SMILES string = CCC.CC

XYZ file:
```
19
C5H14, DFT the ωB97M-V functional and the def2-TZVPD basis
C -1.25 0.04 0.72
C -2.47 0.27 1.62
C -0.07 -0.28 1.62
H -1.41 -0.77 0.01
H -1.03 0.98 0.21
H -3.44 0.47 1.17
H 0.12 0.39 2.46
H -0.20 -1.34 1.86
H -2.23 1.07 2.32
H -2.59 -0.63 2.25
H 0.90 -0.21 1.12
C 1.42 0.55 -2.24
C 2.21 -0.59 -1.66
H 0.50 0.24 -2.75
H 1.10 1.29 -1.50
H 1.98 1.17 -2.96
H 1.94 -0.78 -0.62
H 3.27 -0.30 -1.66
H 2.16 -1.54 -2.19
```

=====

Run b
# C5H14

2 unconnected molecules or ions with the total composition C5H14 (the ωB97M-V functional and the def2-TZVPD basis, OMol25).

HOMO-LUMO gap = 12.1938 eV
2S+1 = 1
SMILES string = CCC.CC

XYZ file:
```
19
C5H14, DFT the ωB97M-V functional and the def2-TZVPD basis
C -0.81 -1.20 -0.51
C -0.38 -1.77 -1.90
C -2.32 -0.80 -0.49
H -0.50 -1.87 0.29
H -0.24 -0.30 -0.24
H 0.03 -2.78 -1.85
H -2.82 -1.56 0.11
H -2.51 0.12 0.06
H -2.74 -0.80 -1.49
H -1.32 -1.97 -2.41
H 0.28 -1.08 -2.40
C 1.66 1.31 2.01
C 1.75 2.30 0.83
H 1.35 0.35 1.61
H 2.65 1.09 2.43
H 0.96 1.75 2.71
H 2.53 3.06 0.97
H 0.87 2.94 0.88
H 1.81 1.84 -0.15
```

=====

run a has the most favorable energy; the next structure is 0.338 eV above.

=====

Run a
# C5H14

2 unconnected molecules or ions with the total composition C5H14 (the ωB97M-V functional and the def2-TZVPD basis, OMol25).

HOMO-LUMO gap = 12.5836 eV
2S+1 = 1
SMILES string = CCC.CC

XYZ file:
```
19
C5H14, DFT the ωB97M-V functional and the def2-TZVPD basis
C 0.09 1.09 0.81
C 0.37 1.54 2.24
C -1.27 1.56 0.30
H 0.89 1.50 0.21
H 0.12 0.01 0.72
H -0.35 1.17 2.95
H -1.23 2.62 0.02
H -1.48 1.05 -0.63
H -2.06 1.53 1.04
H 1.36 1.22 2.57
H 0.28 2.63 2.26
C 0.88 -2.45 -1.23
C -0.13 -1.49 -1.91
H 1.91 -2.23 -1.49
H 0.84 -2.34 -0.14
H 0.75 -3.52 -1.42
H 0.46 -0.81 -2.52
H -0.72 -1.02 -1.14
H -0.71 -2.07 -2.64
```

=====

Run b
# C5H14

2 unconnected molecules or ions with the total composition C5H14 (the ωB97M-V functional and the def2-TZVPD basis, OMol25).

HOMO-LUMO gap = 12.4166 eV
2S+1 = 1
SMILES string = CCC.CC

XYZ file:
```
19
C5H14, DFT the ωB97M-V functional and the def2-TZVPD basis
C -1.43 -1.59 -0.86
C -2.64 -0.64 -1.19
H -1.65 -2.58 -1.23
H -0.54 -1.18 -1.30
H -1.30 -1.63 0.20
H -2.72 0.11 -0.40
H -3.44 -1.35 -1.35
H -2.41 0.04 -2.01
C 0.97 0.42 0.49
C 1.33 0.60 1.97
C 1.93 1.28 -0.30
H 0.90 -0.64 0.29
H -0.03 0.85 0.33
H 1.08 1.60 2.32
H 2.98 1.02 -0.12
H 1.94 1.03 -1.37
H 2.37 0.37 2.19
H 0.77 -0.05 2.66
H 1.89 2.36 -0.31
```

=====

run a has the most favorable energy; the next structure is 0.384 eV above.

=====

Run a
# C4H9NO

A single C4H9NO molecule (the ωB97M-V functional and the def2-TZVPD basis, OMol25).

HOMO-LUMO gap = 10.9183 eV
2S+1 = 1
SMILES string = C[C@@H](O)[C@H]1CN1

XYZ file:
```
15
C4H9NO, DFT the ωB97M-V functional and the def2-TZVPD basis
C -1.81 0.19 -0.66
C -0.68 0.44 0.34
O -1.18 0.06 1.62
C 0.54 -0.40 0.03
C 1.76 0.03 -0.70
N 1.75 -0.03 0.76
H -2.74 0.61 -0.27
H -1.61 0.64 -1.64
H -1.94 -0.89 -0.78
H -0.38 1.50 0.37
H -0.40 0.06 2.19
H 0.34 -1.47 -0.06
H 1.93 1.01 -1.15
H 2.23 -0.78 -1.26
H 2.24 -0.85 1.12
```

=====

Run b
# C4H9NO

A single C4H9NO molecule (the ωB97M-V functional and the def2-TZVPD basis, OMol25).

HOMO-LUMO gap = 10.1380 eV
2S+1 = 1
SMILES string = CN(C)CC=O

XYZ file:
```
15
C4H9NO, DFT the ωB97M-V functional and the def2-TZVPD basis
C -1.62 -0.94 -0.16
N -0.42 -0.31 0.40
C -0.31 1.16 0.23
C 0.84 -0.75 -0.16
C 1.73 0.39 0.33
O 2.48 1.06 -0.38
H -1.72 -0.77 -1.25
H -2.52 -0.56 0.33
H -1.58 -2.03 0.00
H -0.79 1.67 1.07
H 0.85 1.58 -0.06
H -0.70 1.49 -0.74
H 0.86 -0.75 -1.26
H 1.18 -1.72 0.21
H 1.73 0.47 1.44
```

=====

Run c
# C4H9NO

2 unconnected molecules or ions with the total composition C4H9NO (the ωB97M-V functional and the def2-TZVPD basis, OMol25).

HOMO-LUMO gap = 8.8143 eV
2S+1 = 1
SMILES string = C=CN.C=CO

XYZ file:
```
15
C4H9NO, DFT the ωB97M-V functional and the def2-TZVPD basis
C 2.30 1.05 -0.58
C 1.44 1.84 0.05
N 0.44 1.44 0.95
H 2.49 -0.01 -0.48
H 2.88 1.40 -1.43
H 1.60 2.91 0.08
H -0.33 0.86 0.64
H 0.22 2.05 1.70
C -0.31 -2.06 -0.50
C -1.57 -1.77 -0.22
O -2.00 -0.52 0.16
H -0.06 -2.92 -1.08
H 0.43 -1.29 -0.27
H -2.36 -2.51 -0.09
H -2.88 -0.56 0.51
```

=====

run a has the most favorable energy; the next structure is 1.051 eV above.